60
Properties=species:S:1:pos:R:3 method="wB97M-V/def2-TZVPD" lumo_ev=-4.38 total_charge=+1
C 3.60 -2.37 2.30
C 3.48 -2.41 0.73
C 2.09 -1.97 0.32
N 1.34 -2.64 -0.56
C 1.68 -3.88 -1.26
C 0.97 -5.04 -0.51
O 1.29 -5.23 0.63
C 0.11 -2.03 -0.71
Br -1.25 -2.70 -1.84
C 0.11 -0.92 0.12
C -1.03 0.01 0.30
I -2.88 -0.89 0.93
C -1.04 1.33 0.09
C -2.26 2.22 0.32
I 0.71 2.32 -0.61
N 1.36 -0.92 0.73
N 1.76 0.04 1.66
C 2.82 0.60 1.34
S 4.13 1.21 0.73
H 4.36 -1.66 2.65
H 2.64 -2.04 2.72
H 3.75 -3.37 2.71
H 4.25 -1.79 0.26
H 3.68 -3.44 0.44
H 1.35 -3.76 -2.30
H 2.76 -4.03 -1.26
H 0.19 -5.65 -0.99
H -2.99 1.96 -0.46
H -1.99 3.28 0.27
H -2.66 2.04 1.32
N -3.92 -0.67 -2.82
C -3.68 0.22 -3.84
C -4.65 1.18 -3.78
C -5.50 0.87 -2.68
C -5.02 -0.28 -2.11
H -3.37 -1.49 -2.62
H -2.85 0.09 -4.51
H -4.75 2.02 -4.44
H -6.36 1.42 -2.35
H -5.36 -0.85 -1.26
N 3.91 -0.26 5.88
C 2.77 -0.40 5.12
C 1.88 -1.15 5.84
C 2.49 -1.47 7.08
C 3.74 -0.91 7.08
H 4.73 0.24 5.61
H 2.71 0.04 4.15
H 0.89 -1.43 5.51
H 2.06 -2.05 7.88
H 4.52 -0.91 7.82
N -0.91 4.86 -3.31
C -1.11 5.78 -4.30
C -2.08 5.30 -5.14
C -2.48 4.04 -4.63
C -1.75 3.79 -3.50
H -0.25 4.95 -2.56
H -0.54 6.70 -4.33
H -2.46 5.79 -6.02
H -3.23 3.38 -5.04
H -1.75 2.96 -2.82

58
Properties=species:S:1:pos:R:3 method="wB97M-V/def2-TZVPD" lumo_ev=4.11 relative_energy_kj_mol=181.4 total_charge=-2
Pd 0.88 -0.65 0.02
N -1.40 -0.58 0.11
C -2.46 -1.08 0.97
C -2.01 -1.11 2.42
C -1.70 0.26 3.03
C -0.26 0.33 3.56
N 0.69 0.38 2.47
H -1.28 0.43 0.25
H -1.65 -0.72 -0.88
H -2.69 -2.11 0.66
H -3.39 -0.49 0.85
H -1.11 -1.73 2.45
H -2.78 -1.62 3.01
H -2.39 0.48 3.86
H -1.83 1.05 2.29
H -0.05 -0.57 4.15
H -0.18 1.20 4.24
H 1.64 0.16 2.77
H 0.72 1.30 2.03
Se 3.14 -0.18 -0.63
P 1.19 -2.71 0.83
Se -0.43 -4.08 1.25
C 2.16 -2.62 2.39
C 3.13 -1.62 2.47
C 3.81 -1.38 3.65
C 3.51 -2.13 4.78
C 2.56 -3.13 4.71
C 1.88 -3.37 3.52
C 2.25 -3.65 -0.33
C 1.62 -4.32 -1.38
C 2.37 -4.92 -2.37
C 3.75 -4.84 -2.34
C 4.38 -4.18 -1.30
C 3.64 -3.59 -0.29
H 3.34 -1.00 1.60
H 4.56 -0.60 3.69
H 4.03 -1.94 5.72
H 2.32 -3.72 5.58
H 1.12 -4.13 3.48
H 0.54 -4.36 -1.41
H 1.87 -5.45 -3.18
H 4.34 -5.28 -3.14
H 5.46 -4.10 -1.28
H 4.14 -3.05 0.49
Br -0.49 -2.15 -6.67
C -0.32 -0.98 -5.16
C -0.83 0.31 -5.26
C -0.68 1.16 -4.18
C -0.05 0.74 -3.01
C 0.44 -0.56 -2.95
C 0.31 -1.43 -4.02
C 0.03 1.75 -1.85
O -0.33 2.91 -2.11
O 0.35 1.34 -0.71
H -1.32 0.63 -6.17
H -1.05 2.18 -4.23
H 1.00 -0.93 -2.07
H 0.71 -2.43 -3.95

58
Properties=species:S:1:pos:R:3 method="wB97M-V/def2-TZVPD" lumo_ev="-11.36 / -11.36" total_charge=+3
Ce -0.18 0.34 -0.73
C -4.03 -0.19 0.13
C -2.99 0.82 -0.24
C -2.24 1.47 0.77
C -1.35 2.52 0.47
C -0.67 3.29 1.56
C -1.16 2.86 -0.88
C -1.88 2.23 -1.91
C -1.72 2.64 -3.34
C -2.78 1.20 -1.57
H -3.59 -1.02 0.70
H -4.54 -0.58 -0.74
H -4.77 0.28 0.78
H -2.45 1.24 1.80
H 0.35 2.93 1.75
H -1.22 3.23 2.49
H -0.58 4.34 1.28
H -0.54 3.72 -1.13
H -1.08 1.93 -3.88
H -1.27 3.63 -3.42
H -2.68 2.65 -3.85
H -3.37 0.75 -2.35
C -0.96 -4.44 0.59
C -0.84 -3.03 0.12
N -0.52 -2.03 0.86
O -0.27 -2.40 2.13
C -1.14 -2.59 -1.27
C -2.24 -3.14 -2.08
N -0.39 -1.59 -1.61
O -0.74 -0.66 -2.53
H -0.01 -4.75 1.03
H -1.21 -5.11 -0.23
H -1.70 -4.52 1.38
H 0.06 -1.61 2.60
H -3.05 -3.48 -1.44
H -1.88 -4.00 -2.66
H -2.58 -2.39 -2.80
N 4.04 0.17 0.77
C 3.54 0.19 2.08
C 4.16 0.07 3.32
C 3.34 0.13 4.43
C 1.95 0.31 4.31
C 1.35 0.45 3.08
C 2.17 0.38 1.95
N 1.86 0.47 0.59
C 3.02 0.33 -0.07
C 3.08 0.32 -1.52
C 4.13 0.08 -2.34
S 3.62 0.12 -3.97
C 2.04 0.44 -3.48
N 1.87 0.53 -2.18
H 5.01 0.06 0.51
H 5.23 -0.07 3.42
H 3.78 0.03 5.41
H 1.36 0.37 5.22
H 0.28 0.65 2.99
H 5.16 -0.11 -2.08
H 1.23 0.54 -4.20

56
Properties=species:S:1:pos:R:3 method="wB97M-V/def2-TZVPD" lumo_ev="-3.92 / -3.99" relative_energy_kj_mol=146.6 total_charge=+1 spin_multiplicity=5
Cr -0.36 -0.29 -0.13
O 5.31 3.45 1.59
C 5.34 2.05 1.35
C 3.93 1.58 1.01
C 3.71 0.18 1.09
C 2.50 -0.35 0.96
N 1.40 0.42 0.58
C 1.58 1.77 0.40
C 2.83 2.37 0.66
C 0.41 2.50 -0.04
C 0.41 3.90 -0.10
C -0.76 4.63 -0.44
C -0.93 6.15 -0.27
O 0.39 6.67 -0.25
C -1.93 3.84 -0.76
C -1.81 2.44 -0.83
N -0.60 1.78 -0.60
H 6.01 3.65 2.25
H 5.70 1.41 2.20
H 5.93 1.89 0.43
H 4.49 -0.53 1.33
H 2.31 -1.40 1.04
H 3.00 3.41 0.41
H 1.26 4.40 0.37
H -1.47 6.41 0.65
H -1.45 6.56 -1.11
H 0.35 7.65 -0.26
H -2.84 4.27 -1.11
H -2.68 1.85 -1.15
Cl -6.88 -4.27 0.51
C -5.38 -3.54 0.37
C -4.57 -3.19 1.38
C -3.38 -2.41 1.23
C -3.16 -1.84 -0.05
C -2.38 -0.65 -0.28
C -3.91 -2.32 -1.12
C -4.97 -3.21 -0.95
H -4.80 -3.51 2.43
H -2.78 -2.40 2.11
H -2.60 0.06 0.46
H -2.64 -0.38 -1.31
H -3.65 -1.89 -2.05
H -5.42 -3.66 -1.82
C 1.83 -4.22 -1.45
C 0.97 -4.73 -0.31
C 0.56 -3.49 0.39
O 0.53 -2.44 -0.55
C 1.10 -2.89 -1.82
H 2.08 -4.98 -2.21
H 2.86 -3.92 -1.04
H 1.50 -5.52 0.27
H 0.06 -5.22 -0.67
H 1.32 -3.29 1.22
H -0.46 -3.47 0.79
H 1.79 -2.12 -2.27
H 0.31 -3.13 -2.53

58
Properties=species:S:1:pos:R:3 method="wB97M-V/def2-TZVPD" lumo_ev=0.60 smiles="O=C(CCCC(=O)N(CC(=O)NC1CCCC1)c1ccc(F)c(Cl)c1)Nc1ccccn1"
O 0.28 1.14 0.17
C 0.01 1.70 1.21
N 0.95 2.29 2.00
C 2.33 2.34 1.84
N 2.94 2.95 2.85
C 4.26 3.06 2.82
C 5.03 2.58 1.77
C 4.39 1.96 0.72
C 3.01 1.83 0.74
H 2.48 1.35 -0.07
H 4.95 1.57 -0.12
H 6.10 2.70 1.79
H 4.70 3.56 3.67
H 0.66 2.73 2.87
C -1.40 1.76 1.77
C -2.44 2.33 0.79
H -2.25 3.39 0.63
H -3.42 2.23 1.26
C -2.46 1.63 -0.57
C -2.62 0.13 -0.45
O -2.96 -0.43 0.59
N -2.44 -0.58 -1.59
C -1.86 -0.06 -2.77
C -2.62 0.04 -3.93
C -2.04 0.50 -5.10
C -0.70 0.86 -5.11
C 0.07 0.76 -3.95
C -0.51 0.29 -2.79
H 0.08 0.20 -1.89
Cl 1.73 1.20 -3.97
F -0.15 1.31 -6.24
H -2.61 0.59 -6.01
H -3.66 -0.24 -3.92
C -2.65 -2.02 -1.57
H -2.98 -2.35 -2.56
H -3.41 -2.24 -0.82
C -1.34 -2.75 -1.22
O -0.75 -3.45 -2.02
N -0.94 -2.52 0.04
H -1.50 -1.90 0.62
C 0.30 -3.01 0.59
C 0.05 -3.74 1.93
H -0.99 -3.61 2.22
H 0.25 -4.81 1.85
C 0.97 -3.06 2.95
H 1.95 -3.55 2.96
H 0.56 -3.09 3.96
C 1.12 -1.64 2.42
H 1.97 -1.11 2.85
H 0.21 -1.07 2.63
C 1.27 -1.86 0.92
H 1.03 -0.97 0.34
H 2.29 -2.16 0.68
H 0.71 -3.68 -0.17
H -1.54 1.84 -1.11
H -3.29 2.01 -1.16
H -1.69 0.74 2.01
H -1.42 2.35 2.69

55
Properties=species:S:1:pos:R:3 method="wB97M-V/def2-TZVPD" lumo_ev=0.32 relative_energy_kj_mol=359.4
O 3.67 0.63 3.93
C 2.54 0.81 3.43
N 1.61 0.98 4.28
C 0.22 1.50 4.07
C -0.16 2.53 5.25
H 0.14 3.39 5.29
C 0.39 1.66 6.64
H 0.11 0.77 6.75
C 1.99 1.26 5.87
H 2.61 2.04 5.96
H 2.40 0.12 6.32
H 0.84 2.25 7.40
H -1.27 2.56 5.40
H -0.40 0.49 4.04
H 0.29 2.09 3.14
C 2.12 0.73 2.25
C 2.67 1.70 1.20
C 2.41 1.50 -0.06
C 1.64 0.46 -0.69
C 0.92 -0.41 0.42
C 1.38 -0.15 1.70
H 0.81 -1.02 2.56
O 0.08 -1.41 0.08
C -0.38 -1.65 -1.17
C 1.02 -2.41 -2.13
C 0.34 -2.58 -3.58
N -1.19 -2.49 -3.72
C -1.62 -1.75 -4.58
C -1.87 -0.25 -3.80
C -2.98 0.12 -3.15
C -2.82 1.29 -2.56
C -1.78 2.36 -2.68
C -0.82 1.84 -3.47
C -0.80 0.79 -4.07
H 0.07 0.50 -4.67
F 0.27 2.56 -3.64
H -1.78 3.30 -2.26
F -4.17 1.55 -1.67
H -3.72 -0.58 -3.01
H -1.12 -1.71 -5.33
H -2.92 -2.00 -4.76
C -1.89 -3.28 -2.34
C -1.64 -2.24 -1.18
H -2.53 -1.45 -1.11
H -1.52 -2.93 -0.34
H -2.94 -3.19 -2.96
H -1.54 -4.08 -2.42
H 0.58 -1.62 -4.17
H 0.94 -3.49 -3.97
H 1.77 -1.98 -1.81
H 0.84 -3.38 -1.58
H -0.37 -0.59 -1.87
H 1.39 0.44 -1.84
H 2.80 2.16 -0.87
H 3.37 2.29 1.49

69
Properties=species:S:1:pos:R:3 method="wB97M-V/def2-TZVPD" lumo_ev=1.82 total_charge=-1
C 0.64 -0.14 -1.39
C 1.47 -0.04 -2.26
C 2.44 -0.22 -3.31
S 4.05 -0.12 -2.74
O 4.32 0.67 -1.55
O 4.93 0.23 -3.85
C 4.62 -1.86 -2.36
F 4.87 -2.45 -3.55
F 5.78 -1.84 -1.68
C 3.67 -2.85 -1.62
F 4.30 -4.06 -1.64
F 2.50 -3.01 -2.25
C 3.39 -2.55 -0.13
F 4.54 -2.75 0.58
F 3.02 -1.29 0.06
C 2.31 -3.45 0.53
F 2.43 -4.74 0.19
F 2.43 -3.36 1.86
F 1.09 -3.04 0.19
H -0.04 -0.26 -0.58
H 2.34 0.56 -4.06
O 0.80 -1.24 2.45
C 1.39 -0.68 3.32
O 1.24 -0.99 4.64
C 2.00 -0.08 5.45
C 3.07 0.49 4.52
C 2.36 0.47 3.17
H 1.33 0.69 5.82
H 2.42 -0.62 6.29
H 3.43 1.47 4.82
H 3.93 -0.19 4.48
H 1.78 1.39 2.99
H 3.03 0.30 2.33
O -0.67 2.07 -4.46
C -1.38 1.12 -4.58
O -1.18 -0.04 -3.90
C -2.12 -1.03 -4.34
C -3.29 -0.24 -4.93
C -2.59 0.98 -5.49
H -1.64 -1.67 -5.08
H -2.41 -1.63 -3.48
H -3.86 -0.81 -5.66
H -3.97 0.06 -4.13
H -2.24 0.82 -6.51
H -3.20 1.87 -5.45
O -4.29 1.98 -7.65
C -5.14 2.73 -7.28
O -6.20 2.32 -6.53
C -7.10 3.42 -6.31
C -6.25 4.67 -6.49
C -5.24 4.22 -7.54
H -7.91 3.35 -7.04
H -7.52 3.33 -5.31
H -6.84 5.54 -6.78
H -5.74 4.91 -5.56
H -5.60 4.37 -8.56
H -4.27 4.69 -7.42
O 0.80 0.87 8.11
C 0.69 -0.01 8.91
O -0.03 -1.13 8.67
C -0.07 -1.95 9.85
C 1.14 -1.53 10.67
C 1.27 -0.05 10.31
H -1.01 -1.76 10.37
H -0.04 -2.99 9.55
H 1.02 -1.73 11.74
H 2.02 -2.07 10.33
H 0.66 0.58 10.96
H 2.30 0.29 10.32

57
Properties=species:S:1:pos:R:3 method="wB97M-V/def2-TZVPD" lumo_ev=0.56 smiles="COCCNC(=O)C1CCN(C(=O)c2cc3sccc3n2Cc2ccc(F)cc2)CC1" relative_energy_kj_mol=60.5
C 7.55 2.24 -0.26
H 6.84 3.08 -0.27
O 7.20 1.24 -1.19
C 6.05 0.51 -0.85
C 4.74 1.31 -1.02
N 3.58 0.46 -0.86
C 2.85 0.44 0.28
O 3.08 1.17 1.21
C 1.70 -0.57 0.23
C 1.19 -0.94 1.63
C 0.44 0.22 2.28
N -0.63 0.69 1.42
C -1.91 0.39 1.73
O -2.21 -0.25 2.73
C -2.97 0.93 0.84
C -3.16 2.21 0.35
C -4.38 2.19 -0.33
C -4.91 0.89 -0.23
N -4.05 0.14 0.51
C -4.17 -1.26 0.81
C -3.07 -2.05 0.14
C -2.22 -2.86 0.88
C -1.19 -3.55 0.27
C -1.02 -3.41 -1.10
C -1.85 -2.61 -1.86
C -2.88 -1.93 -1.23
H -3.53 -1.30 -1.81
H -1.69 -2.53 -2.92
F 0.00 -4.07 -1.70
H -0.53 -4.19 0.83
H -2.36 -2.93 1.95
H -4.11 -1.40 1.90
H -5.15 -1.60 0.46
C -6.14 0.73 -0.89
C -6.53 1.89 -1.47
S -5.43 3.22 -1.24
H -7.42 2.08 -2.04
H -6.71 -0.18 -0.94
H -2.51 3.05 0.50
C -0.16 1.15 0.14
C 0.55 0.00 -0.60
H 0.91 0.37 -1.56
H -0.18 -0.79 -0.79
H -0.99 1.51 -0.47
H 0.55 1.97 0.30
H -0.01 -0.09 3.22
H 1.13 1.05 2.46
H 2.03 -1.21 2.27
H 0.52 -1.79 1.55
H 2.07 -1.48 -0.26
H 3.41 -0.23 -1.57
H 4.67 2.08 -0.25
H 4.72 1.77 -2.00
H 6.11 0.14 0.18
H 6.04 -0.34 -1.54
H 7.61 1.84 0.75
H 8.53 2.61 -0.57